Version A
This record from the Open Molecules 2025 dataset describes C40H42AsCl5MnN4PS2 as an isolated structure. The level of theory is ωB97M-V/def2-TZVPD.

Output
LUMO level (spin up / spin down) = -1.790 / -2.274 eV
HOMO level (spin up / spin down) = -10.46 / -10.49 eV
charge = +1
2S+1 = 6
HOMO-LUMO gap (spin up / spin down) = 8.668 / 8.217 eV
<S²> = 8.760

Atoms and positions in Å:
As 6.91 -0.47 -0.09
Mn 0.34 0.58 -0.12
Cl -2.54 -1.58 5.49
Cl -0.82 1.00 5.80
Cl 0.48 2.34 3.34
Cl -1.44 -1.60 0.20
Cl -2.90 -2.86 2.65
S -1.22 3.56 -0.10
S -0.16 0.57 -2.52
P 2.40 -0.81 0.38
N 1.36 2.84 0.22
N -2.71 1.13 -2.10
N -2.21 -0.97 -3.07
N 0.98 4.03 -1.59
C 8.49 -4.10 1.44
C 6.04 -2.10 -2.37
C 2.45 -2.36 -0.57
C 6.41 0.23 -2.84
C -4.88 1.78 -3.12
C 2.70 -4.63 -2.19
C 9.12 -2.26 -0.53
C -1.06 0.32 4.24
C 2.40 3.66 -1.69
C 2.67 -0.63 4.44
C -1.88 0.21 -2.56
C 2.88 -0.42 3.08
C 5.20 -1.12 0.63
C 2.88 -4.73 -0.81
C -3.51 -1.64 -3.25
C 1.83 -1.64 4.87
C 7.98 -2.07 0.24
C -0.49 0.88 3.10
C 6.41 -0.83 -1.94
C 1.39 -2.24 2.58
C 4.10 -0.20 0.14
C 9.61 -4.29 0.66
C -3.93 -2.46 -2.05
C 6.04 0.02 -4.17
C -0.62 0.36 1.83
C -1.84 -0.84 4.11
C 2.25 -1.24 2.13
C 2.29 -2.27 -1.96
C -1.38 -0.79 1.78
C 7.67 -2.99 1.23
C 9.93 -3.37 -0.33
C 5.67 -2.31 -3.70
C 5.67 -1.25 -4.60
C 1.19 -2.45 3.94
C 2.68 3.32 -0.23
C 2.76 -3.60 -0.01
C -4.17 1.16 -1.93
C 0.38 3.51 -0.53
C 2.42 -3.40 -2.76
C -2.00 -1.41 2.85
H 5.26 -1.15 1.72
H 4.18 -0.05 -0.94
H -1.39 -1.52 -3.30
H 2.30 -3.31 -3.83
H 6.80 -2.86 1.86
H 3.53 0.39 2.76
H 5.39 -1.41 -5.63
H -3.23 -3.28 -1.87
H -5.96 1.78 -2.96
H 3.12 -5.68 -0.36
H -4.26 -0.90 -3.53
H 2.06 -1.32 -2.42
H 2.97 4.21 0.34
H -2.22 1.95 -1.76
H 2.53 2.80 -2.34
H -4.92 -2.89 -2.21
H -4.56 2.81 -3.28
H 3.16 0.02 5.16
H 6.05 0.85 -4.87
H 2.80 -5.51 -2.81
H -3.39 -2.28 -4.12
H 6.05 -2.94 -1.68
H 10.25 -5.16 0.82
H 0.85 -2.86 1.87
H -4.34 1.76 -1.03
H 3.01 4.48 -2.06
H 3.45 2.56 -0.12
H 0.52 -3.23 4.27
H 8.23 -4.81 2.22
H -3.97 -1.86 -1.13
H 2.93 -3.69 1.05
H 5.04 -2.14 0.27
H 9.39 -1.55 -1.31
H 10.82 -3.51 -0.94
H 5.39 -3.30 -4.03
H 1.67 -1.80 5.93
H 0.43 4.33 -2.38
H 6.71 1.22 -2.52
H -4.54 0.17 -1.70
H 4.18 0.79 0.60
H -4.68 1.22 -4.04
H 1.15 2.83 1.21

How positive or negative is each atom? The Löwdin charges in e answer that: 1.2996 0.4679 0.7101 0.7044 0.6866 0.6949 0.6966 0.6700 0.6078 1.0171 -0.0499 0.0295 0.0224 0.0429 -0.0830 -0.1025 -0.3626 -0.1348 -0.0679 -0.0717 -0.1235 -0.7101 -0.1191 -0.0677 -0.7677 -0.1083 -0.4408 -0.0613 -0.2065 -0.0673 -0.4262 -0.6555 -0.4356 -0.1075 -0.4263 -0.0848 -0.0934 -0.0866 -0.2798 -0.7182 -0.3641 -0.1139 -0.6742 -0.1154 -0.0795 -0.0838 -0.0832 -0.0612 -0.1229 -0.0901 -0.2044 -0.9272 -0.0830 -0.7220 0.0618 0.0677 0.1159 0.1097 0.0876 0.1025 0.1040 0.0764 0.0857 0.1109 0.0935 0.0602 0.1333 0.0214 0.1156 0.0868 0.0827 0.1140 0.1023 0.1096 0.1252 0.1068 0.1050 0.0998 0.1257 0.1261 0.0900 0.1170 0.1040 0.0417 0.1033 0.0571 0.1009 0.1059 0.1045 0.1143 0.1479 0.0883 0.0929 0.0527 0.0715 0.0112

Version B
This record from the Open Molecules 2025 dataset describes C40H42AsCl5MnN4PS2 as an isolated structure. The level of theory is ωB97M-V/def2-TZVPD.

Output
LUMO level (spin up / spin down) = -2.095 / -2.099 eV
HOMO level (spin up / spin down) = -10.12 / -10.64 eV
charge = +1
2S+1 = 6
HOMO-LUMO gap (spin up / spin down) = 8.023 / 8.543 eV
<S²> = 8.759

Atoms and positions in Å:
As -0.46 -6.42 0.26
Mn -0.08 -0.24 0.50
Cl 1.99 4.30 -1.58
Cl -0.18 2.11 -0.79
Cl 5.83 1.06 0.47
Cl 3.63 -1.05 1.20
Cl 5.02 3.73 -0.93
S -2.76 -0.29 0.17
S -0.01 0.10 2.93
P 0.29 -2.71 -0.08
N -2.65 0.63 3.30
N -1.93 -1.13 4.36
N -4.07 -2.42 -0.60
N -2.95 -1.32 -2.32
C -1.59 -0.14 3.54
C -0.59 -5.15 -1.26
C -3.22 -5.99 0.94
C 2.53 -4.12 -1.06
C 1.79 -3.92 2.03
C 1.14 -8.77 -0.08
C 2.48 2.83 -0.83
C -2.18 -0.25 -2.95
C 0.27 -7.92 -0.76
C -0.01 -8.17 -2.10
C 3.11 -2.17 -2.94
C -4.71 -3.50 -1.33
C 1.71 -9.85 -0.73
C 1.75 -2.96 -1.12
C 1.57 1.85 -0.48
C -6.22 -3.40 -1.27
C -3.86 0.12 3.92
C -0.98 -3.73 -0.90
C -3.32 -1.07 4.77
C -3.28 -1.41 -1.03
C 4.18 1.37 0.10
C -5.12 -7.31 0.30
C -2.36 -6.86 0.25
C -4.28 -8.19 -0.36
C 3.82 2.57 -0.53
C -3.06 0.67 -3.77
C -0.47 -4.15 3.62
C 1.43 -10.09 -2.07
C -4.59 -6.21 0.95
C 0.56 -3.48 1.54
C 0.57 -9.24 -2.75
C 0.75 -4.63 4.08
C 1.88 -4.49 3.29
C 1.86 0.64 0.11
C -0.56 -3.57 2.37
C 3.60 -4.29 -1.92
C 3.89 -3.31 -2.86
C 2.05 -2.00 -2.07
C 3.19 0.45 0.41
C -2.91 -7.97 -0.38
H 1.37 -8.59 0.96
H -4.37 -3.51 -2.36
H 0.36 -5.18 -1.80
H 2.84 -4.83 3.66
H -1.36 -5.55 -1.92
H -1.40 -0.72 -3.56
H 2.30 -4.91 -0.35
H -1.51 -3.18 2.04
H 4.73 -3.44 -3.53
H -1.35 -4.25 4.24
H -2.61 1.37 2.61
H -3.81 1.14 -3.15
H 2.38 -10.51 -0.20
H -2.45 1.44 -4.24
H -1.24 -1.78 4.70
H -1.21 -3.18 -1.82
H -4.32 0.90 4.54
H -5.23 -5.54 1.50
H -1.69 0.30 -2.15
H -3.83 -2.00 4.53
H -1.89 -3.70 -0.29
H -3.40 -1.95 -2.96
H 0.82 -5.09 5.06
H -2.26 -8.67 -0.90
H 2.69 -3.81 1.44
H 4.19 -5.19 -1.86
H -3.41 -0.88 5.84
H -4.28 -2.35 0.39
H -6.67 -4.25 -1.78
H 3.34 -1.41 -3.67
H -2.81 -5.16 1.48
H -6.57 -3.41 -0.24
H -0.68 -7.53 -2.65
H 0.35 -9.42 -3.79
H -4.57 -0.20 3.16
H -6.18 -7.50 0.32
H -4.68 -9.06 -0.85
H 1.88 -10.93 -2.58
H -4.36 -4.45 -0.90
H -3.56 0.13 -4.57
H 1.47 -1.08 -2.13
H -6.58 -2.49 -1.74

How positive or negative is each atom? The Löwdin charges in e answer that: 1.3344 0.3112 0.6982 0.6559 0.6971 0.6908 0.7049 0.6279 0.6710 1.0076 0.0133 0.0396 -0.0079 0.0163 -0.8187 -0.4023 -0.1485 -0.1139 -0.1151 -0.1277 -0.7092 -0.2598 -0.4228 -0.1262 -0.0634 -0.2244 -0.0811 -0.3818 -0.6565 -0.0646 -0.1134 -0.4019 -0.1061 -0.7655 -0.7013 -0.0850 -0.3856 -0.0706 -0.6978 -0.0648 -0.1048 -0.0798 -0.1128 -0.4045 -0.0773 -0.0667 -0.0536 -0.3224 -0.1744 -0.0549 -0.0604 -0.1095 -0.6879 -0.0888 0.0905 0.1115 0.0590 0.1126 0.0683 0.1245 0.0914 0.0881 0.1097 0.1044 0.1302 0.0814 0.1055 0.0832 0.1282 0.0753 0.1235 0.1025 0.0163 0.1169 0.0483 0.1332 0.1085 0.0937 0.0745 0.1111 0.1235 0.1158 0.0832 0.1102 0.0739 0.0748 0.0946 0.1058 0.1098 0.1050 0.1079 0.1058 0.0924 0.0777 0.0919 0.0807

Stability check: which of them is most stable? version A.

Version A
This record from the Open Molecules 2025 dataset describes an isolated ion of composition C4H7O2 and charge -1. The level of theory is ωB97M-V/def2-TZVPD.

Output
SMILES = [O-]/C=C\CCO
LUMO level = 4.245 eV
HOMO level = -2.41 eV
charge = -1
HOMO-LUMO gap = 6.650 eV

Atoms and positions in Å:
O -1.77 0.58 -0.84
O 2.18 -0.34 -0.84
C -1.79 -0.30 0.28
C 1.75 0.43 0.07
C 0.59 0.34 0.80
C -0.39 -0.79 0.61
H 0.38 1.06 1.58
H -0.86 0.91 -0.86
H -0.45 -1.46 1.48
H -2.45 -1.14 0.05
H -0.03 -1.40 -0.24
H 2.41 1.28 0.38
H -2.22 0.23 1.14

How positive or negative is each atom? The Löwdin charges in e answer that: -0.1134 -0.1919 -0.3142 -0.4852 -0.2127 -0.2495 0.0524 0.0606 0.0907 0.0951 0.1029 0.0720 0.0934

Version B
This record from the Open Molecules 2025 dataset describes an isolated ion of composition C4H7O2 and charge -1. The level of theory is ωB97M-V/def2-TZVPD.

Output
SMILES = [O-]/C=C/CCO
LUMO level = 3.470 eV
HOMO level = -1.90 eV
charge = -1
HOMO-LUMO gap = 5.372 eV

Atoms and positions in Å:
O 1.53 2.64 1.75
O -0.73 -1.90 -1.60
C -0.32 -1.34 -0.31
C 0.54 0.77 0.70
C 0.80 2.10 0.86
C -0.35 0.15 -0.39
H 0.80 0.07 1.49
H -0.90 -2.84 -1.46
H 0.73 -1.63 -0.16
H -0.94 -1.76 0.48
H -0.07 0.46 -1.39
H -1.38 0.48 -0.16
H 0.28 2.81 0.18

How positive or negative is each atom? The Löwdin charges in e answer that: -0.2341 -0.1168 -0.2873 -0.1895 -0.4990 -0.2661 0.0628 0.0522 0.1016 0.1060 0.0955 0.0931 0.0817

Stability check: which of them is most stable? version A.

Version A
This record from the Open Molecules 2025 dataset describes a 2-piece molecular cluster, C24H24N4O4S overall. The level of theory is ωB97M-V/def2-TZVPD.

Output
SMILES = O=C(Oc1cc(COO)c2nsnc2c1CCCCn1cccc1)c1ccccc1.CC#N
LUMO level = -1.460 eV
HOMO level = -8.08 eV
HOMO-LUMO gap = 6.623 eV

Atoms and positions in Å:
S 3.82 -1.26 1.03
O 3.56 -1.25 -3.68
O 3.16 -2.49 -3.25
O -2.09 0.12 -0.83
O -4.03 -1.04 -1.05
N -7.67 -1.71 -5.75
N 2.41 -0.48 1.45
N 3.35 -1.83 -0.47
N 3.14 3.48 1.41
C 2.05 -1.45 -0.70
C 0.07 -0.01 0.45
C -2.44 -2.59 3.17
C -1.84 -3.91 2.84
C 5.23 4.33 2.08
C -2.80 -1.66 2.08
C -1.60 -4.21 1.40
C -0.57 2.44 1.25
C 4.80 4.94 0.78
C -0.74 -0.33 -0.72
C -5.79 -1.06 -4.02
C -6.85 -1.42 -5.00
C 4.12 3.42 2.42
C 0.61 3.35 1.86
C -0.19 -1.17 -1.87
C 1.17 -1.72 -1.91
C 1.73 -2.55 -3.13
C 3.49 4.37 0.38
C -1.96 -3.26 0.31
C -2.57 -1.96 0.64
C -0.44 0.89 1.65
C -2.98 -0.92 -0.49
C 1.47 -0.60 0.46
C 1.97 2.60 1.55
H 6.14 4.46 2.70
H 5.43 5.67 0.20
H -1.77 -3.50 -0.77
H 0.56 4.41 1.51
H 2.89 4.57 -0.53
H -1.58 -4.64 3.65
H 0.41 3.34 2.98
H 1.83 2.09 0.54
H 0.21 0.75 2.56
H -1.47 0.56 1.94
H 2.15 1.87 2.38
H -5.80 0.01 -3.84
H -0.60 2.50 0.12
H -1.55 2.83 1.66
H -1.12 -5.19 1.12
H -3.27 -0.67 2.32
H -5.96 -1.58 -3.08
H 1.42 -3.62 -3.13
H 3.48 -0.61 -2.94
H -2.64 -2.29 4.22
H -0.89 -1.37 -2.73
H -4.81 -1.35 -4.41
H 1.32 -2.08 -4.09
H 4.02 2.77 3.32

How positive or negative is each atom? The Löwdin charges in e answer that: 1.0019 -0.0345 -0.1842 0.0348 0.1401 0.1130 -0.2725 -0.2474 -0.1611 -0.2420 -0.0503 -0.0597 -0.0594 -0.0830 -0.0415 -0.0617 -0.1748 -0.0982 -0.1727 -0.0762 -0.2750 -0.0999 -0.1534 0.0648 -0.0857 -0.1398 -0.0798 -0.0177 -0.1032 -0.1232 -0.3690 -0.2266 -0.1704 0.0818 0.0828 0.1109 0.1117 0.1096 0.0976 0.1148 0.1255 0.1167 0.0841 0.1002 0.0800 0.1129 0.1088 0.0969 0.1106 0.0694 0.1400 0.0996 0.0973 0.1316 0.0761 0.1368 0.1126

Version B
This record from the Open Molecules 2025 dataset describes C24H24N4O4S as an isolated structure. The level of theory is ωB97M-V/def2-TZVPD.

Output
LUMO level = -1.092 eV
HOMO level = -8.30 eV
HOMO-LUMO gap = 7.209 eV

Atoms and positions in Å:
S -1.15 2.89 -2.87
O 3.02 -2.06 1.73
O 1.19 -1.15 0.88
O -1.04 -1.25 -4.91
O 0.25 -0.67 -5.07
N -0.45 1.62 -3.54
N 4.55 -7.71 2.50
N -4.71 1.28 0.52
N -0.95 2.55 -1.32
C 1.05 -1.05 -3.98
C -3.26 1.35 0.65
C -6.79 0.53 0.35
C 0.06 0.73 -0.05
C -5.52 2.37 0.36
C 0.69 -0.39 -2.66
C 4.72 1.31 -0.69
C 0.76 -0.42 -0.22
C 4.73 2.40 0.17
C 3.28 0.11 0.80
C -5.48 0.16 0.51
C 4.00 2.34 1.36
C 0.00 0.85 -2.55
C -0.31 1.38 -1.25
C 1.05 -0.98 -1.50
C -2.77 1.01 2.06
C -0.30 1.27 1.30
C -6.81 1.94 0.25
C -1.36 0.42 2.06
C 2.52 -1.13 1.17
C 4.04 -6.70 2.27
C 3.40 -5.43 1.98
C 4.01 0.17 -0.38
C 3.29 1.20 1.67
H -2.96 2.35 0.37
H -1.02 0.34 3.09
H 1.58 -1.93 -1.50
H -5.11 3.37 0.34
H 5.28 1.35 -1.61
H 4.07 -4.60 2.22
H 5.29 3.28 -0.07
H -1.50 -0.61 -4.34
H 2.07 -0.81 -4.28
H -2.83 0.62 -0.04
H 3.14 -5.38 0.92
H 0.97 -2.13 -3.85
H 2.73 1.14 2.60
H 4.00 3.17 2.04
H -1.38 -0.58 1.63
H -2.71 1.93 2.66
H -7.64 -0.12 0.28
H -3.46 0.34 2.56
H -0.62 2.31 1.20
H -7.66 2.59 0.10
H 2.49 -5.33 2.57
H 4.01 -0.68 -1.05
H -5.06 -0.83 0.61
H 0.59 1.28 1.92

How positive or negative is each atom? The Löwdin charges in e answer that: 1.0499 0.1550 0.0884 -0.0101 -0.1436 -0.2164 0.1192 -0.1286 -0.2240 -0.1550 -0.1453 -0.1037 -0.0984 -0.1055 -0.1215 -0.0657 -0.1980 -0.0740 -0.1475 -0.1087 -0.0638 -0.2892 -0.2928 0.0534 -0.1667 -0.1084 -0.1043 -0.1738 -0.4040 -0.2893 -0.0807 -0.0209 -0.0287 0.1062 0.1120 0.1428 0.1128 0.1072 0.0719 0.1056 0.0839 0.1414 0.1260 0.0804 0.1318 0.1207 0.1078 0.1155 0.1160 0.0889 0.1132 0.1164 0.0882 0.0834 0.1199 0.1154 0.0955

Stability check: which of them is most stable? version B.